The following is a quantum chemistry calculation of a molecular structure, C11H24Ca2NO8P in a non-equilibrium geometry, from OMol25.

XYZ file:
```
47
Properties=species:S:1:pos:R:3:forces:R:3
Ca 0.210 -3.795 -0.317 0.6 0.6 -0.1
Ca 2.598 -1.483 1.237 -0.2 -1.2 -1.0
P 1.755 -4.104 1.884 2.3 -1.3 -2.3
O 2.977 -3.647 0.962 0.4 0.5 0.3
O 0.884 -2.815 1.567 -2.0 0.6 1.2
O 2.180 -4.373 3.264 -0.6 0.3 1.1
O 1.072 -5.237 1.047 -0.7 0.4 0.5
O 0.038 0.124 -1.783 0.3 0.2 0.2
C 0.304 -1.135 -1.465 0.1 -2.0 0.1
O -0.412 -2.093 -1.896 -0.4 0.6 -0.1
O 1.280 -1.403 -0.712 0.5 1.0 0.0
H -0.801 0.141 -2.286 -0.2 -0.4 -0.2
C -3.948 1.517 -4.069 0.0 0.3 -0.1
C -3.975 0.161 -4.752 0.4 -0.3 0.0
C -3.328 -0.713 -3.686 -0.2 -0.2 -0.3
O -2.330 0.122 -3.105 0.3 0.4 0.2
C -2.565 1.500 -3.445 -0.1 0.1 0.2
H -4.696 1.565 -3.275 -0.1 0.0 -0.1
H -4.105 2.359 -4.742 0.0 0.0 0.0
H -3.270 0.125 -5.588 -0.2 0.3 -0.2
H -4.948 -0.167 -5.108 -0.1 -0.1 0.2
H -2.841 -1.576 -4.135 0.0 -0.1 0.2
H -4.037 -1.040 -2.920 0.0 0.0 0.0
H -1.791 1.852 -4.134 0.0 -0.1 -0.1
H -2.498 2.094 -2.531 0.0 0.0 0.0
C 2.952 1.663 0.157 0.3 0.4 -0.2
C 2.770 1.608 1.663 -0.1 0.1 0.0
N 1.784 0.620 2.115 0.3 -0.1 0.6
C 0.395 0.839 1.694 0.3 0.3 -0.3
C -0.310 2.012 2.357 -0.4 0.0 -0.6
C 1.960 0.413 3.566 0.6 -0.2 0.2
C 1.082 -0.650 4.188 -0.5 -0.2 -0.1
H 3.320 0.731 -0.283 -0.1 0.0 0.1
H 3.709 2.422 -0.062 0.0 -0.1 0.0
H 2.063 1.954 -0.400 -0.1 -0.1 0.1
H 3.723 1.321 2.121 0.0 0.0 0.0
H 2.567 2.610 2.068 -0.1 0.0 -0.1
H 0.429 1.014 0.618 -0.1 -0.1 0.0
H -0.145 -0.098 1.830 0.0 0.0 0.1
H -1.298 2.101 1.895 -0.1 -0.1 0.3
H -0.417 1.884 3.431 0.0 0.1 0.1
H 0.164 2.964 2.112 0.3 0.0 0.3
H 1.938 1.359 4.127 -0.3 0.0 -0.1
H 3.000 0.068 3.703 0.0 0.1 -0.1
H 0.018 -0.413 4.133 0.1 0.1 0.1
H 1.345 -0.767 5.239 0.0 0.0 0.0
H 1.193 -1.631 3.717 0.1 0.0 0.0
```
Positions in Å, forces in eV/Å.

Output
gap between HOMO and LUMO = 7.4 eV
net charge = 0
DFT total energy = -2787.14731 hartree

=====

The following is a quantum chemistry calculation of a molecular structure, C31H78F3O11Zn in a non-equilibrium geometry, from OMol25.

XYZ file:
```
124
Properties=species:S:1:pos:R:3:forces:R:3
Zn -4.028 -1.342 0.150 3.0 -0.4 -1.1
C -1.443 -0.032 -1.357 1.0 -0.9 1.2
O -0.713 0.268 -0.177 -0.2 0.3 -0.3
O -2.559 -0.683 -1.001 -2.4 -0.6 0.4
C -1.646 1.217 -2.232 -0.4 -0.1 -0.7
F -0.547 1.512 -2.930 0.3 0.1 0.3
F -2.605 1.022 -3.159 -0.2 -0.3 0.1
F -2.031 2.302 -1.540 0.4 -0.1 -0.1
C 0.638 0.720 -0.349 -0.2 1.3 1.4
C 1.155 0.786 1.097 -0.1 -2.0 -1.0
H 0.380 1.121 1.780 0.2 0.7 -0.1
H 1.255 -0.284 1.321 0.3 0.1 0.4
H 2.153 1.207 1.159 -0.2 0.4 0.3
H 0.637 1.736 -0.750 0.0 -0.1 -0.4
H 1.256 0.064 -0.961 -0.2 -0.1 -0.2
H -0.785 -0.766 -1.848 -0.1 0.4 -1.0
C 1.736 -3.049 -1.781 -0.1 -0.3 1.7
C 2.990 -3.313 -2.588 -0.5 0.1 -0.3
C 2.872 -2.883 -4.046 0.5 -0.1 0.2
O 4.065 -2.584 -1.978 0.0 -0.1 0.2
H 0.801 -3.328 -2.267 0.1 0.2 -0.3
H 1.710 -2.057 -1.321 0.0 0.5 -1.0
H 1.736 -3.560 -0.808 0.3 -0.7 -0.3
H 3.264 -4.371 -2.571 -0.2 -0.1 0.1
H 2.525 -1.852 -4.122 0.2 0.1 0.0
H 2.217 -3.494 -4.668 -0.1 -0.2 0.3
H 3.896 -2.993 -4.407 -0.2 0.3 -0.5
H 4.837 -3.155 -1.939 0.1 0.1 0.0
C 6.001 1.737 -0.602 -0.1 1.5 0.1
C 5.657 0.285 -0.824 -1.1 0.2 0.8
C 4.795 -0.174 0.347 -0.6 -0.8 0.7
O 4.891 0.200 -2.026 0.3 -0.3 0.1
H 6.747 2.210 -1.243 0.2 -0.5 -0.1
H 6.212 2.034 0.428 0.6 -0.7 0.1
H 5.118 2.372 -0.746 -0.3 -0.5 -0.4
H 6.488 -0.427 -0.837 0.4 0.5 -0.3
H 5.153 0.137 1.331 0.3 0.1 -0.1
H 4.708 -1.264 0.383 0.1 0.0 -0.1
H 3.752 0.146 0.298 0.1 0.4 -0.4
H 4.563 -0.713 -2.063 0.0 0.1 -0.2
C -5.695 -1.455 -6.449 0.7 -0.4 -0.4
C -4.521 -0.616 -5.987 1.0 -0.2 0.2
C -4.645 0.891 -5.972 -1.9 0.1 -0.5
O -4.236 -1.066 -4.644 0.0 -0.3 0.2
H -6.562 -1.280 -5.817 -0.2 -0.1 -0.3
H -5.350 -2.493 -6.414 -0.2 -0.1 0.7
H -5.867 -1.412 -7.526 -0.4 0.9 0.1
H -3.665 -0.904 -6.610 0.0 0.1 0.0
H -5.565 1.160 -5.437 0.2 -0.1 0.4
H -4.905 1.249 -6.973 0.6 0.1 -0.1
H -3.829 1.445 -5.521 0.3 -0.2 -0.2
H -3.429 -0.627 -4.353 -0.1 0.1 0.0
C 5.142 4.766 1.218 -0.8 0.3 -0.1
C 3.754 5.326 0.914 -0.5 0.9 0.0
C 2.722 4.350 0.366 0.2 0.4 -0.8
O 3.180 5.872 2.112 0.6 -0.2 0.9
H 5.698 4.496 0.321 -0.4 -0.3 -0.2
H 4.988 3.897 1.857 0.6 0.0 0.2
H 5.742 5.569 1.645 -0.1 -0.2 0.6
H 3.892 6.210 0.280 -0.1 -0.4 -0.6
H 2.411 3.627 1.119 0.4 -0.2 0.0
H 3.090 3.909 -0.565 -0.1 -0.4 0.2
H 1.809 4.889 0.096 0.1 0.1 0.0
H 2.387 6.370 1.897 0.0 0.0 -0.2
C -2.645 -3.890 2.822 -1.7 1.0 0.6
C -1.680 -2.956 2.135 0.2 -1.5 -0.3
C -0.811 -3.720 1.150 -0.2 -0.1 -0.9
O -2.432 -1.942 1.413 0.2 0.4 0.0
H -3.419 -4.357 2.203 0.7 -0.3 -0.7
H -3.329 -3.267 3.413 0.5 0.0 0.6
H -2.190 -4.641 3.459 0.2 0.1 0.0
H -1.041 -2.475 2.875 -0.2 0.3 0.0
H -0.132 -3.096 0.565 0.2 0.2 0.3
H -1.449 -4.201 0.400 -0.2 0.0 0.1
H -0.244 -4.536 1.594 0.1 0.2 0.3
H -1.751 -1.476 0.888 -0.3 0.4 -0.1
C -3.089 -4.213 -2.704 0.2 -1.2 0.8
C -4.165 -3.293 -2.197 -0.2 0.3 -1.1
C -5.573 -3.699 -2.620 0.6 0.3 0.6
O -4.090 -3.226 -0.732 -0.3 0.7 0.1
H -2.922 -4.150 -3.776 -0.1 0.2 0.0
H -3.351 -5.256 -2.476 -0.2 0.0 -0.2
H -2.151 -4.107 -2.154 0.1 0.6 -0.3
H -3.952 -2.291 -2.571 -0.1 0.1 0.4
H -5.835 -4.654 -2.158 0.0 -0.2 -0.3
H -5.591 -3.746 -3.706 -0.2 -0.1 0.0
H -6.289 -2.962 -2.256 -0.1 0.1 -0.2
H -4.299 -4.112 -0.406 -0.1 0.2 0.4
C 2.047 -3.459 3.997 0.1 0.7 -0.1
C 2.134 -2.322 2.978 0.4 0.5 1.3
C 2.997 -1.202 3.560 0.3 0.1 0.8
O 2.618 -2.755 1.728 -0.5 0.1 -0.8
H 3.081 -3.722 4.232 -0.1 -0.6 -0.1
H 1.424 -4.274 3.630 0.3 -0.3 0.0
H 1.632 -3.103 4.941 -0.2 0.1 -0.1
H 1.155 -1.846 2.853 -0.1 -0.4 -0.5
H 2.742 -1.049 4.614 -0.3 0.0 -0.1
H 2.878 -0.234 3.078 0.1 -0.1 -0.3
H 4.058 -1.459 3.626 0.0 -0.1 -0.5
H 3.174 -3.537 1.787 0.0 0.0 0.4
C 1.985 2.215 5.632 -0.6 -1.6 0.7
C 0.619 2.889 5.664 -0.1 1.2 -0.8
C 0.071 3.123 4.259 0.6 0.6 -0.1
O -0.315 2.170 6.472 0.8 -0.2 -0.2
H 1.853 1.172 5.313 -0.2 0.1 -0.3
H 2.295 2.055 6.671 0.5 0.5 -0.1
H 2.777 2.608 5.002 -0.1 0.6 0.2
H 0.724 3.891 6.098 0.1 -0.1 0.2
H -0.983 3.395 4.209 -0.2 -0.6 0.2
H 0.375 2.328 3.579 -0.5 -0.2 0.0
H 0.547 4.031 3.873 0.3 -0.1 0.0
H 0.219 1.983 7.253 -0.5 -0.2 0.3
C -2.307 4.617 0.830 -0.8 0.4 0.5
C -3.604 3.904 1.271 1.0 0.2 -2.1
C -4.791 4.500 0.545 -0.8 0.4 0.2
O -3.464 2.550 0.791 -0.3 -0.5 0.9
H -2.236 4.601 -0.259 0.0 -0.1 0.0
H -1.432 4.131 1.262 0.1 0.1 0.1
H -2.367 5.669 1.113 0.3 0.0 0.1
H -3.725 3.966 2.351 0.0 -0.5 0.0
H -4.642 4.598 -0.532 0.3 -0.1 0.0
H -5.065 5.491 0.917 0.1 0.0 0.1
H -5.680 3.876 0.661 0.1 -0.1 0.2
H -2.761 2.544 0.132 -0.2 0.0 0.3
```
Positions in Å, forces in eV/Å.

Output
energy relative to the best compared isomer or geometry (same formula, charge and spin) = 14.5 kcal per mole
gap between HOMO and LUMO = 5.8 eV
net charge = +1
DFT total energy = -4134.17352 hartree

=====

The following is a quantum chemistry calculation of 2 unconnected molecules or ions with the total composition CH4I2Si in a non-equilibrium geometry, from OMol25.

XYZ file:
```
8
Properties=species:S:1:pos:R:3:forces:R:3
C -0.486 0.021 0.424 2.1 -0.4 -0.9
Si 0.843 -0.704 -0.708 1.0 1.6 0.5
I 1.891 -2.776 0.027 -0.6 0.6 -0.6
I 3.892 1.053 0.019 -1.7 -0.8 -0.4
H -1.400 -0.327 0.011 -1.1 -1.0 0.3
H -0.177 -0.214 1.435 -0.8 0.1 0.2
H -0.546 1.068 0.187 0.5 0.7 0.3
H 0.516 -0.159 -2.092 0.6 -0.9 0.5
```
Positions in Å, forces in eV/Å.

Output
energy relative to the best compared isomer or geometry (same formula, charge and spin) = 63.3 kcal per mole
gap between HOMO and LUMO = 6.5 eV
net charge = 0
DFT total energy = -925.35970 hartree